(i)
The following is a DFT calculation (wB97M-V/def2-TZVPD) of C41H78GeN3O3PSSi3Ti as an isolated structure.

Expectation value of S² = 0.754
Spin multiplicity = 2
Gap between HOMO and LUMO (spin up / spin down) = 3.8914 / 3.8603 eV
Charge = -1

XYZ file:
```
132
C41H78GeN3O3PSSi3Ti (wB97M-V/def2-TZVPD)
Ti -0.819 -0.352 0.061
N -0.835 1.020 1.741
N -2.061 0.712 2.365
C -3.076 0.172 1.546
O -4.235 0.305 1.900
O -2.639 -0.428 0.516
H -0.063 0.892 2.404
H -0.839 1.983 1.354
H -2.391 1.351 3.086
C -1.168 5.795 1.035
C -2.026 4.557 1.316
C -1.864 4.171 2.795
C -1.755 3.427 0.343
C -0.520 3.261 -0.303
C -0.297 2.342 -1.308
C 0.900 2.687 -2.177
C 0.611 3.994 -2.943
C 2.181 2.916 -1.364
C -1.303 1.300 -1.606
C -2.636 1.784 -1.239
C -2.818 2.721 -0.248
C -3.844 1.504 -2.106
C -5.115 1.187 -1.311
C -4.122 2.727 -2.994
C -1.148 0.485 -2.875
C -1.024 1.238 -4.040
C -0.811 0.712 -5.306
C -0.707 -0.667 -5.449
C -0.856 -1.459 -4.334
C -1.099 -0.947 -3.042
P -1.353 -2.162 -1.696
C -3.109 -2.899 -2.116
C -3.476 -3.974 -1.091
C -3.334 -3.372 -3.556
C -4.087 -1.747 -1.900
C -0.194 -3.759 -1.891
C -0.603 -4.906 -2.823
C 1.242 -3.400 -2.275
C -0.123 -4.304 -0.459
H -1.585 6.657 1.556
H -1.156 6.009 -0.031
H -0.147 5.654 1.385
H -3.077 4.847 1.179
H -0.867 3.778 2.999
H -2.610 3.430 3.074
H -2.010 5.052 3.421
H 0.271 3.952 -0.058
H 1.074 1.897 -2.910
H 0.526 4.824 -2.242
H -0.322 3.944 -3.497
H 1.418 4.204 -3.646
H 2.234 2.231 -0.522
H 2.216 3.931 -0.974
H 3.060 2.782 -1.994
H -3.828 3.006 0.015
H -3.603 0.683 -2.779
H -5.613 2.104 -0.998
H -4.898 0.606 -0.420
H -5.817 0.628 -1.928
H -4.266 3.619 -2.387
H -5.023 2.548 -3.579
H -3.299 2.909 -3.679
H -1.145 2.305 -3.959
H -0.736 1.368 -6.164
H -0.535 -1.108 -6.424
H -0.769 -2.530 -4.446
H -2.907 -4.893 -1.194
H -4.531 -4.236 -1.199
H -3.335 -3.580 -0.084
H -2.790 -4.269 -3.823
H -3.065 -2.579 -4.251
H -4.397 -3.581 -3.686
H -3.814 -1.175 -1.019
H -5.100 -2.123 -1.757
H -4.093 -1.102 -2.774
H -0.569 -4.614 -3.870
H -1.579 -5.312 -2.593
H 0.115 -5.719 -2.688
H 1.306 -2.867 -3.221
H 1.832 -4.316 -2.363
H 1.698 -2.804 -1.494
H -1.097 -4.584 -0.070
H 0.296 -3.545 0.200
H 0.519 -5.186 -0.418
S -2.196 -3.603 2.664
C -1.227 -2.531 2.010
N -0.429 -1.786 1.550
C 1.381 -3.399 3.927
Si 1.518 -1.496 4.039
C -0.108 -0.723 4.701
C 2.708 -1.237 5.535
Ge 2.129 -0.429 1.894
Si 3.336 1.627 2.695
C 4.596 1.593 4.158
C 4.281 2.700 1.397
C 1.933 2.790 3.333
Si 4.078 -1.774 1.207
C 3.699 -3.661 1.195
C 4.994 -1.469 -0.472
C 5.532 -1.545 2.447
H 0.767 -3.805 4.726
H 2.364 -3.855 3.993
H 0.931 -3.698 2.988
H -0.388 -1.137 5.667
H -0.932 -0.902 4.017
H 0.003 0.353 4.829
H 2.424 -1.884 6.359
H 2.672 -0.215 5.895
H 3.735 -1.468 5.274
H 5.583 1.288 3.825
H 4.294 0.906 4.938
H 4.695 2.577 4.610
H 4.589 2.104 0.543
H 5.176 3.144 1.826
H 3.661 3.509 1.026
H 1.330 2.284 4.083
H 1.284 3.077 2.510
H 2.316 3.702 3.784
H 2.681 -3.845 0.863
H 3.794 -4.078 2.192
H 4.368 -4.212 0.538
H 4.551 -2.021 -1.296
H 6.032 -1.781 -0.398
H 4.985 -0.417 -0.740
H 5.185 -1.577 3.474
H 6.019 -0.589 2.293
H 6.280 -2.322 2.322
C 1.782 -0.385 -1.456
O 0.886 -0.185 -0.423
H 2.547 -1.114 -1.166
H 2.319 0.529 -1.722
H 1.262 -0.753 -2.349
```

Results of the Mulliken charge analysis, in e, for atoms 1 through 5: atom 1 (Ti): -1.296, atom 2 (N): 1.554, atom 3 (N): -0.344, atom 4 (C): -0.021, atom 5 (O): -0.819

---

(ii)
The following is a DFT calculation (wB97M-V/def2-TZVPD) of C41H78GeN3O3PSSi3Ti as an isolated structure.

Expectation value of S² = 0.753
Spin multiplicity = 2
Gap between HOMO and LUMO (spin up / spin down) = 4.6659 / 4.6478 eV
Charge = -1

XYZ file:
```
132
C41H78GeN3O3PSSi3Ti (wB97M-V/def2-TZVPD)
Ti 0.261 0.232 0.511
N -1.531 1.034 1.484
N -1.018 2.041 2.334
C 0.304 1.902 2.784
O 0.644 2.454 3.812
O 1.059 1.183 1.999
H -2.196 1.432 0.817
H -1.957 0.288 2.026
H -1.639 2.433 3.024
C -3.940 -1.999 4.621
C -2.824 -0.950 4.611
C -3.430 0.444 4.405
C -1.726 -1.270 3.621
C -1.961 -1.994 2.459
C -0.943 -2.427 1.611
C -1.385 -3.562 0.701
C -1.673 -4.810 1.553
C -2.676 -3.224 -0.077
C 0.404 -1.956 1.797
C 0.639 -1.545 3.148
C -0.398 -1.135 3.979
C 1.961 -1.784 3.846
C 2.412 -0.622 4.743
C 1.835 -3.056 4.700
C 1.562 -2.645 1.034
C 1.648 -4.020 1.275
C 2.560 -4.861 0.666
C 3.454 -4.332 -0.246
C 3.422 -2.970 -0.485
C 2.524 -2.096 0.136
P 2.711 -0.283 -0.281
C 4.311 0.192 0.654
C 4.632 1.663 0.365
C 5.528 -0.718 0.459
C 3.980 0.102 2.146
C 3.184 -0.044 -2.125
C 4.650 -0.190 -2.547
C 2.367 -0.947 -3.052
C 2.734 1.395 -2.441
H -4.550 -1.878 5.518
H -3.528 -3.010 4.623
H -4.596 -1.889 3.755
H -2.364 -0.952 5.603
H -3.824 0.562 3.392
H -2.686 1.220 4.593
H -4.255 0.595 5.103
H -2.973 -2.307 2.240
H -0.594 -3.810 -0.003
H -2.529 -4.628 2.204
H -0.837 -5.089 2.195
H -1.900 -5.657 0.903
H -2.703 -2.176 -0.379
H -3.560 -3.415 0.536
H -2.762 -3.850 -0.966
H -0.157 -0.791 4.978
H 2.717 -1.991 3.096
H 1.934 -0.685 5.724
H 2.163 0.350 4.317
H 3.491 -0.665 4.900
H 1.015 -2.962 5.414
H 2.763 -3.215 5.252
H 1.651 -3.939 4.085
H 0.982 -4.444 2.013
H 2.571 -5.915 0.909
H 4.177 -4.963 -0.747
H 4.119 -2.556 -1.201
H 4.981 1.849 -0.648
H 5.423 1.988 1.047
H 3.758 2.293 0.549
H 5.976 -0.673 -0.528
H 5.273 -1.756 0.675
H 6.289 -0.410 1.183
H 2.990 0.488 2.364
H 4.703 0.690 2.718
H 4.054 -0.931 2.479
H 5.016 -1.215 -2.458
H 5.323 0.472 -2.011
H 4.708 0.085 -3.603
H 2.491 -2.010 -2.838
H 2.690 -0.770 -4.082
H 1.314 -0.693 -3.000
H 3.233 2.147 -1.832
H 1.664 1.502 -2.280
H 2.947 1.615 -3.492
S 1.707 4.405 -0.154
C 0.845 3.044 -0.344
N 0.208 2.072 -0.534
C -1.354 4.375 -2.898
Si -2.703 3.536 -1.878
C -2.647 4.138 -0.084
C -4.296 4.367 -2.515
Ge -2.558 1.119 -1.909
Si -4.885 0.521 -1.577
C -6.343 1.398 -2.436
C -5.331 -1.324 -1.816
C -5.210 0.849 0.279
Si -2.419 0.690 -4.274
C -1.006 1.649 -5.107
C -2.219 -1.103 -4.895
C -3.990 1.223 -5.207
H -1.190 5.406 -2.568
H -1.643 4.392 -3.951
H -0.401 3.849 -2.814
H -2.743 5.227 -0.028
H -1.711 3.864 0.408
H -3.474 3.702 0.487
H -4.150 5.451 -2.594
H -5.132 4.194 -1.832
H -4.582 3.996 -3.501
H -6.502 1.001 -3.442
H -6.179 2.471 -2.532
H -7.272 1.251 -1.870
H -4.641 -1.820 -2.506
H -6.340 -1.428 -2.223
H -5.295 -1.870 -0.868
H -4.972 1.886 0.535
H -4.578 0.193 0.891
H -6.253 0.667 0.560
H -0.143 1.739 -4.440
H -1.326 2.662 -5.360
H -0.671 1.159 -6.028
H -1.173 -1.422 -4.932
H -2.625 -1.183 -5.908
H -2.758 -1.813 -4.260
H -4.331 2.206 -4.878
H -4.800 0.511 -5.026
H -3.816 1.267 -6.291
C -0.416 -1.772 -1.778
O -0.476 -0.765 -0.810
H -0.558 -1.340 -2.770
H -1.206 -2.504 -1.653
H 0.542 -2.295 -1.751
```

Results of the Mulliken charge analysis, in e, for atoms 1 through 5: atom 1 (Ti): -0.739, atom 2 (N): 0.991, atom 3 (N): -0.236, atom 4 (C): 0.028, atom 5 (O): -0.812

---

(iii)
The following is a DFT calculation (wB97M-V/def2-TZVPD) of C41H78GeN3O3PSSi3Ti as an isolated structure.

Expectation value of S² = 0.755
Spin multiplicity = 2
Gap between HOMO and LUMO (spin up / spin down) = 6.4135 / 6.3788 eV
Charge = -1

XYZ file:
```
132
C41H78GeN3O3PSSi3Ti (wB97M-V/def2-TZVPD)
Ti 0.084 -1.888 -0.783
N -0.979 0.013 -0.278
N -2.355 -0.178 -0.520
C -2.776 -1.518 -0.538
O -3.929 -1.784 -0.252
O -1.835 -2.344 -0.894
H -0.811 0.297 0.689
H -0.609 0.724 -0.902
H -2.976 0.435 -0.015
C -2.248 -4.388 1.483
C -1.213 -4.091 2.563
C -1.757 -4.489 3.942
C -0.747 -2.649 2.645
C 0.595 -2.372 2.828
C 1.081 -1.118 3.223
C 2.592 -1.136 3.495
C 3.365 -1.419 2.202
C 3.239 0.017 4.262
C 0.157 -0.074 3.398
C -1.217 -0.333 3.182
C -1.641 -1.590 2.782
C -2.283 0.673 3.585
C -3.339 0.902 2.508
C -2.931 0.234 4.902
C 0.534 1.231 4.051
C 0.703 1.166 5.436
C 1.054 2.270 6.190
C 1.251 3.488 5.558
C 1.049 3.581 4.192
C 0.667 2.483 3.412
P 0.188 2.699 1.642
C 1.821 3.123 0.794
C 2.674 4.244 1.388
C 1.553 3.400 -0.691
C 2.638 1.837 0.889
C -0.919 4.251 1.597
C -0.264 5.636 1.591
C -1.925 4.213 2.753
C -1.716 4.099 0.288
H -2.605 -5.414 1.596
H -1.831 -4.281 0.485
H -3.113 -3.724 1.544
H -0.327 -4.701 2.368
H -2.674 -3.937 4.167
H -1.032 -4.278 4.732
H -1.991 -5.555 3.963
H 1.295 -3.200 2.755
H 2.727 -2.021 4.126
H 3.262 -0.601 1.497
H 3.009 -2.322 1.707
H 4.426 -1.552 2.425
H 3.063 0.994 3.813
H 4.318 -0.149 4.279
H 2.897 0.067 5.297
H -2.703 -1.780 2.663
H -1.791 1.626 3.774
H -3.759 -0.030 2.123
H -2.908 1.454 1.670
H -4.164 1.501 2.904
H -3.475 -0.705 4.770
H -3.636 0.990 5.256
H -2.176 0.078 5.675
H 0.562 0.207 5.921
H 1.178 2.178 7.262
H 1.544 4.363 6.124
H 1.178 4.542 3.714
H 2.233 5.231 1.274
H 3.637 4.254 0.866
H 2.884 4.068 2.444
H 1.078 4.366 -0.861
H 0.931 2.623 -1.144
H 2.504 3.400 -1.231
H 2.990 1.685 1.910
H 3.517 1.924 0.243
H 2.083 0.955 0.567
H 0.367 5.814 2.460
H -1.056 6.392 1.604
H 0.330 5.807 0.696
H -1.457 4.409 3.717
H -2.444 3.257 2.811
H -2.682 4.984 2.580
H -2.319 3.190 0.301
H -2.388 4.953 0.165
H -1.068 4.054 -0.587
S 2.135 -5.810 1.042
C 1.446 -4.611 0.211
N 0.941 -3.738 -0.392
C 0.177 -3.390 -6.029
Si 0.363 -3.106 -4.158
C -0.728 -4.444 -3.381
C 2.161 -3.599 -3.819
Ge -0.051 -0.836 -3.431
Si 1.383 0.437 -4.840
C 0.659 2.193 -4.864
C 1.623 -0.067 -6.647
C 3.144 0.651 -4.182
Si -2.177 -0.575 -4.498
C -3.306 -2.069 -4.283
C -2.115 -0.234 -6.364
C -3.102 0.919 -3.784
H 0.310 -4.452 -6.264
H 0.919 -2.823 -6.594
H -0.812 -3.094 -6.386
H -0.169 -5.385 -3.398
H -1.628 -4.579 -3.985
H -1.045 -4.257 -2.356
H 2.350 -4.576 -4.277
H 2.389 -3.676 -2.755
H 2.853 -2.880 -4.269
H -0.415 2.186 -5.057
H 0.813 2.661 -3.887
H 1.138 2.823 -5.620
H 0.693 -0.329 -7.152
H 2.309 -0.913 -6.736
H 2.072 0.784 -7.169
H 3.139 1.073 -3.174
H 3.702 1.329 -4.836
H 3.688 -0.296 -4.145
H -2.934 -2.914 -4.867
H -4.311 -1.828 -4.646
H -3.384 -2.390 -3.243
H -1.676 -1.067 -6.917
H -1.534 0.661 -6.597
H -3.133 -0.079 -6.737
H -3.416 0.726 -2.757
H -3.990 1.144 -4.383
H -2.463 1.806 -3.778
C 3.001 -1.240 -1.135
O 1.691 -0.974 -0.732
H 3.695 -0.513 -0.697
H 3.085 -1.173 -2.223
H 3.320 -2.243 -0.831
```

Results of the Mulliken charge analysis, in e, for atoms 1 through 5: atom 1 (Ti): -0.208, atom 2 (N): 1.229, atom 3 (N): -0.120, atom 4 (C): 0.135, atom 5 (O): -0.766

---

Of them, (i) has the lowest stability.

---

(i)
The following is a DFT calculation (wB97M-V/def2-TZVPD) of a 2-piece molecular cluster, C5H6N2O2 overall.

SMILES = Cc1cnoc1C#N.O
Spin multiplicity = 1
Gap between HOMO and LUMO = 9.1113 eV

XYZ file:
```
15
C5H6N2O2 (wB97M-V/def2-TZVPD)
C 1.841 -0.836 0.877
C 0.474 -0.861 0.290
C 0.062 -0.466 -0.960
O -1.226 -0.868 -1.098
N -1.777 -0.791 0.149
C -0.779 -1.040 0.960
C 0.405 0.730 -1.693
N 0.864 1.802 -1.869
H 2.156 -1.861 1.118
H 2.549 -0.358 0.191
H 1.850 -0.258 1.811
H -0.964 -1.446 1.953
O -2.061 2.192 -0.736
H -1.121 2.712 -0.693
H -2.272 1.349 -0.302
```

Results of the Mulliken charge analysis, in e, for atoms 1 through 5: atom 1 (C): -1.093, atom 2 (C): 0.577, atom 3 (C): 0.422, atom 4 (O): -0.108, atom 5 (N): -0.498

---

(ii)
The following is a DFT calculation (wB97M-V/def2-TZVPD) of C5H6N2O2 as an isolated structure.

Spin multiplicity = 1
Gap between HOMO and LUMO = 9.1288 eV

XYZ file:
```
15
C5H6N2O2 (wB97M-V/def2-TZVPD)
O 2.105 -0.850 0.143
C 1.231 -0.055 -0.205
N 1.405 1.106 -0.862
C 0.167 1.805 -1.104
C -0.848 0.896 -0.495
C -0.244 -0.208 -0.018
C -0.880 -1.427 0.449
N -1.022 -2.616 0.167
H 2.316 1.466 -1.113
H 0.153 2.797 -0.625
H -0.020 1.954 -2.179
H -1.914 1.114 -0.493
O -1.035 -1.776 2.260
H -0.293 -1.217 2.579
H -1.122 -2.988 1.497
```

Results of the Mulliken charge analysis, in e, for atoms 1 through 5: atom 1 (O): -0.642, atom 2 (C): 0.278, atom 3 (N): -0.052, atom 4 (C): -0.457, atom 5 (C): -0.467

---

Of them, (i) has the lowest stability.